[1]
{"formula": "C14H16Cl3GeLiN2O2S6", "method": "wB97M-V/def2-TZVPD", "symbols": ["Li", "O", "C", "S", "C", "C", "S", "S", "S", "C", "S", "O", "C", "C", "C", "C", "C", "C", "H", "H", "H", "H", "H", "H", "H", "H", "Cl", "Ge", "Cl", "Cl", "S", "C", "N", "C", "C", "C", "N", "H", "H", "H", "H", "H", "H", "H", "H"], "xyz": [[-0.062, 1.431, 0.567], [0.296, 1.790, 7.896], [0.256, 1.677, 6.697], [1.437, 2.392, 5.600], [0.730, 1.835, 4.076], [-0.421, 1.056, 4.196], [-1.258, 0.349, 2.928], [-0.998, 0.778, 5.841], [1.502, 2.229, 2.642], [2.746, 3.319, -2.169], [2.206, 1.979, -1.060], [0.863, 2.443, -0.598], [1.892, 0.813, -2.399], [2.868, -0.118, -2.715], [2.589, -1.090, -3.665], [1.347, -1.126, -4.281], [0.382, -0.177, -3.962], [0.652, 0.796, -3.014], [1.942, 3.513, -2.876], [3.658, 3.010, -2.678], [2.927, 4.196, -1.551], [3.815, -0.117, -2.190], [3.336, -1.837, -3.902], [1.128, -1.900, -5.006], [-0.587, -0.202, -4.447], [-0.099, 1.521, -2.717], [0.568, -0.732, 0.066], [1.800, -1.191, 2.040], [1.490, -3.474, 1.869], [3.816, -1.070, 0.922], [-2.373, 1.560, -0.722], [-2.710, -0.041, -0.301], [-2.291, -1.056, -1.072], [-2.320, -2.450, -0.639], [-2.383, -2.521, 0.877], [-3.538, -1.664, 1.368], [-3.448, -0.328, 0.782], [-1.608, -0.792, -1.763], [-1.417, -2.942, -1.001], [-3.190, -2.950, -1.078], [-1.451, -2.131, 1.291], [-2.508, -3.552, 1.203], [-3.491, -1.562, 2.451], [-4.498, -2.119, 1.101], [-3.598, 0.458, 1.395]], "total_charge": -1, "multiplicity": 2, "e_lumo_ha": [0.0824, 0.0474], "gap_ev": [6.58, 6.58]}



[2]
{"formula": "C14H16F5MnO4", "method": "wB97M-V/def2-TZVPD", "symbols": ["Mn", "C", "C", "O", "C", "C", "O", "C", "C", "O", "C", "C", "O", "H", "H", "H", "H", "H", "H", "H", "H", "H", "H", "H", "H", "H", "H", "H", "H", "F", "C", "C", "C", "F", "C", "F", "C", "F", "C", "F"], "xyz": [[1.051, -0.737, -0.910], [-0.196, 1.674, -1.975], [0.292, 0.848, -3.144], [0.435, -0.534, -2.685], [-0.491, -1.589, -3.115], [0.118, -2.875, -2.581], [0.605, -2.584, -1.224], [0.214, -3.355, -0.058], [-0.507, -2.410, 0.877], [0.361, -1.186, 0.898], [-1.087, 0.736, 1.409], [0.677, 2.222, 0.266], [0.610, 1.266, -0.804], [-1.247, 1.506, -1.739], [-0.033, 2.734, -2.168], [1.290, 1.153, -3.456], [-0.381, 0.896, -3.999], [-0.544, -1.598, -4.203], [-1.473, -1.374, -2.690], [0.987, -3.184, -3.159], [-0.611, -3.682, -2.547], [1.130, -3.736, 0.391], [-0.422, -4.194, -0.342], [-0.565, -2.805, 1.891], [-1.487, -2.102, 0.514], [-1.879, 0.728, 2.164], [-1.528, 0.384, 0.476], [1.594, 2.024, 0.819], [0.739, 3.229, -0.152], [-1.587, 2.837, 0.523], [-0.589, 2.155, 1.160], [0.051, -0.163, 1.779], [0.892, 0.017, 2.806], [1.872, -0.827, 3.039], [0.821, 1.118, 3.766], [1.472, 0.906, 4.843], [0.225, 2.377, 3.645], [0.302, 3.171, 4.681], [-0.354, 2.873, 2.488], [-0.757, 4.081, 2.517]], "total_charge": 3, "multiplicity": 2, "e_lumo_ha": [-0.4740, -0.4738], "gap_ev": [7.71, 7.71]}



[3]
{"formula": "C14H16FNO", "method": "wB97M-V/def2-TZVPD", "symbols": ["O", "C", "C", "C", "C", "C", "C", "C", "N", "C", "C", "C", "C", "C", "F", "C", "C", "H", "H", "H", "H", "H", "H", "H", "H", "H", "H", "H", "H", "H", "H", "H", "H"], "xyz": [[-0.184, -1.587, -2.336], [0.750, -0.826, -2.602], [1.981, -1.304, -3.336], [3.264, -0.906, -2.597], [3.267, 0.569, -2.155], [2.025, 1.319, -2.647], [0.792, 0.566, -2.244], [-0.197, 1.133, -1.495], [-1.331, 0.500, -1.171], [-2.215, 0.943, -0.127], [-1.755, 0.514, 1.252], [-1.770, 1.411, 2.311], [-1.352, 1.026, 3.573], [-0.911, -0.271, 3.757], [-0.498, -0.654, 4.984], [-0.881, -1.185, 2.720], [-1.307, -0.784, 1.467], [1.933, -2.387, -3.458], [1.971, -0.849, -4.330], [4.114, -1.107, -3.251], [3.370, -1.548, -1.722], [3.287, 0.623, -1.065], [4.163, 1.073, -2.523], [2.068, 1.418, -3.736], [2.009, 2.326, -2.224], [-0.109, 2.163, -1.161], [-1.330, -0.485, -1.446], [-2.289, 2.035, -0.163], [-3.209, 0.526, -0.323], [-2.115, 2.423, 2.154], [-1.361, 1.715, 4.403], [-0.530, -2.188, 2.898], [-1.285, -1.490, 0.650]], "e_lumo_ha": 0.0283, "smiles": "O=C1CCCC/C1=C/NCc1ccc(F)cc1", "gap_ev": 8.83}



[4]
{"formula": "C14H16O", "method": "wB97M-V/def2-TZVPD", "symbols": ["C", "C", "C", "C", "C", "C", "C", "H", "H", "H", "H", "H", "H", "H", "H", "C", "C", "C", "C", "C", "C", "C", "O", "H", "H", "H", "H", "H", "H", "H", "H"], "xyz": [[-2.716, -1.645, -0.039], [-2.155, 0.813, -0.003], [-2.528, -0.307, -0.701], [-1.861, 2.037, -0.635], [-1.777, 2.038, -2.077], [-2.542, -0.253, -2.146], [-2.118, 0.930, -2.805], [-2.258, 0.796, 1.082], [-1.710, 2.960, -0.117], [-1.849, -2.274, -0.277], [-3.618, -2.188, -0.339], [-1.611, 2.999, -2.550], [-2.940, -1.113, -2.675], [-2.131, 0.907, -3.882], [-2.769, -1.529, 1.049], [1.875, 1.546, -0.634], [0.965, -0.090, 1.050], [2.066, 0.475, 0.416], [1.180, -1.154, 1.934], [2.457, -1.598, 2.198], [3.349, 0.071, 0.771], [3.570, -0.929, 1.710], [2.676, -2.754, 2.948], [-0.018, 0.280, 0.794], [0.318, -1.700, 2.293], [0.905, 1.556, -1.121], [2.649, 1.486, -1.401], [4.178, 0.652, 0.383], [1.847, -3.257, 2.915], [4.548, -1.272, 1.991], [2.018, 2.514, -0.130]], "total_charge": -1, "multiplicity": 2, "e_lumo_ha": [0.1099, 0.1076], "gap_ev": [2.40, 6.43]}



[5]
{"formula": "C14H16O", "method": "wB97M-V/def2-TZVPD", "symbols": ["C", "C", "C", "C", "C", "C", "C", "H", "H", "H", "H", "H", "H", "H", "H", "C", "C", "C", "C", "C", "C", "C", "O", "H", "H", "H", "H", "H", "H", "H", "H"], "xyz": [[1.753, -0.046, -1.571], [1.369, 2.710, 1.722], [1.103, 1.338, 1.855], [1.795, 3.221, 0.514], [1.199, 0.396, 0.746], [2.029, 2.318, -0.535], [1.748, 0.953, -0.372], [1.174, 3.345, 2.531], [0.909, 0.747, 2.818], [1.801, 4.210, 0.506], [1.033, -0.710, 0.924], [2.285, 2.709, -1.480], [2.635, -0.791, -1.254], [1.820, 0.541, -2.501], [0.740, -0.354, -1.480], [-0.401, -3.462, 0.406], [-1.941, -0.578, -1.628], [-2.331, 0.278, -0.589], [-1.385, -1.857, -1.235], [-1.155, -2.198, 0.114], [-2.088, 0.018, 0.744], [-1.509, -1.278, 1.097], [-2.524, 1.598, -1.045], [-2.274, -0.281, -2.755], [-0.946, -2.640, -2.080], [-1.949, 0.734, 1.565], [-3.222, 2.070, -0.421], [0.561, -3.184, 0.799], [-0.065, -3.973, -0.571], [-1.337, -1.545, 2.136], [-0.826, -4.288, 1.039]], "total_charge": -1, "multiplicity": 2, "e_lumo_ha": [0.1292, 0.1275], "gap_ev": [3.19, 7.21]}



[6]
{"formula": "C14H16O2", "method": "wB97M-V/def2-TZVPD", "symbols": ["C", "C", "C", "C", "C", "C", "C", "O", "H", "H", "H", "H", "H", "H", "H", "H", "C", "C", "C", "C", "C", "C", "C", "O", "H", "H", "H", "H", "H", "H", "H", "H"], "xyz": [[-1.227, -0.093, -3.513], [0.245, -1.696, -0.347], [-0.081, -0.798, -1.369], [-0.469, -2.887, -0.365], [-1.043, -1.012, -2.317], [-1.354, -3.180, -1.382], [-1.662, -2.279, -2.379], [-0.452, -3.721, 0.740], [0.938, -1.411, 0.410], [0.498, 0.114, -1.367], [0.339, -4.245, 0.855], [-1.832, -4.156, -1.436], [-0.473, 0.708, -3.502], [-2.161, 0.459, -3.400], [-2.230, -2.497, -3.274], [-0.963, -0.642, -4.414], [2.324, 2.859, 0.125], [-0.713, 2.079, 2.316], [-0.300, 0.882, 2.933], [0.189, 2.724, 1.437], [1.358, 2.124, 1.027], [0.891, 0.284, 2.582], [1.760, 0.945, 1.679], [-1.190, 0.221, 3.751], [-1.613, 2.594, 2.625], [-0.155, 3.614, 0.914], [1.086, -0.629, 3.136], [-2.057, 0.217, 3.331], [1.868, 3.807, -0.161], [2.572, 2.310, -0.786], [2.654, 0.342, 1.520], [3.254, 2.965, 0.631]], "total_charge": -1, "multiplicity": 2, "e_lumo_ha": [0.1162, 0.1120], "gap_ev": [2.41, 6.78]}



The records above yield max |F| values of 1.0; 0.2; 0.4; 1.0; 5.0; 2.0 eV Å⁻¹, respectively.
The records above yield energy above the lowest of the compared OMol25 structures with the same formula, charge and spin values of 6.6; 7.2; 21.8; 9.9; 242.2; 50.9 kJ/mol, respectively.
The records above yield total energy values of -181161.6768; -67840.1984; -21032.8135; -16823.8089; -16821.4019; -18870.6287 eV, respectively.